No. 1
Entry from the OMol25 dataset: a 8-piece molecular cluster, C44H112N8O14 overall (ωB97M-V with the def2-TZVPD basis set).

XYZ file:
```
178
Properties=species:S:1:pos:R:3
C 25.78 18.03 21.27
O 24.58 17.39 21.61
C 24.01 17.88 22.79
C 22.63 17.31 22.93
C 21.85 17.90 24.09
N 22.72 15.82 23.11
H 26.58 17.74 21.95
H 25.64 19.12 21.25
H 26.04 17.75 20.25
H 24.55 17.60 23.71
H 23.95 18.97 22.74
H 22.03 17.47 22.02
H 22.09 18.96 24.23
H 22.14 17.42 25.03
H 20.78 17.76 24.04
H 23.51 15.55 22.52
H 21.97 15.40 22.57
C 20.72 10.24 24.10
O 20.75 11.61 23.81
C 19.75 11.93 22.88
C 19.85 13.34 22.37
C 19.81 14.36 23.51
N 18.72 13.50 21.44
H 19.92 10.03 24.82
H 21.64 10.03 24.65
H 20.68 9.54 23.26
H 19.66 11.20 22.06
H 18.75 11.83 23.36
H 20.78 13.47 21.79
H 20.58 14.14 24.25
H 18.82 14.41 23.97
H 20.02 15.34 23.08
H 17.92 13.81 22.00
H 18.86 14.29 20.83
C 16.06 14.96 23.29
O 16.88 15.47 22.27
C 16.30 16.50 21.50
C 17.33 16.92 20.48
N 17.89 15.82 19.71
C 19.02 16.25 18.90
C 19.94 15.08 18.52
O 21.02 15.61 17.79
C 21.91 14.61 17.39
H 16.26 13.92 23.55
H 15.02 14.90 22.92
H 16.08 15.58 24.19
H 16.14 17.35 22.18
H 15.34 16.19 21.08
H 18.15 17.37 21.05
H 16.95 17.77 19.89
H 17.20 15.43 19.09
H 19.67 16.98 19.38
H 18.70 16.60 17.91
H 19.42 14.29 17.94
H 20.30 14.54 19.41
H 21.37 13.81 16.86
H 22.43 14.18 18.26
H 22.62 15.04 16.69
C 22.63 10.53 21.03
O 23.43 9.70 21.86
C 23.35 8.36 21.46
C 23.79 7.49 22.64
N 22.80 7.57 23.69
C 23.04 6.81 24.88
C 24.46 6.90 25.44
O 24.42 6.50 26.80
C 25.67 6.58 27.43
H 22.77 10.30 19.97
H 22.93 11.57 21.19
H 21.58 10.45 21.34
H 24.07 8.15 20.66
H 22.33 8.05 21.18
H 24.71 7.97 23.01
H 23.97 6.47 22.33
H 22.50 8.51 23.88
H 22.77 5.75 24.78
H 22.38 7.17 25.67
H 24.86 7.92 25.34
H 25.10 6.20 24.88
H 26.45 6.14 26.80
H 25.64 6.00 28.35
H 25.87 7.62 27.73
C 25.71 8.78 30.46
O 24.46 8.13 30.52
C 23.38 8.99 30.86
C 23.01 9.92 29.71
N 22.49 9.24 28.54
C 21.16 8.67 28.70
C 20.46 8.68 27.35
O 19.34 7.82 27.41
C 18.92 7.32 26.16
H 25.82 9.26 29.48
H 26.48 8.02 30.59
H 25.78 9.56 31.22
H 23.62 9.59 31.76
H 22.60 8.29 31.16
H 23.90 10.51 29.49
H 22.25 10.60 30.11
H 23.14 8.51 28.28
H 20.55 9.24 29.41
H 21.17 7.64 29.10
H 21.18 8.42 26.57
H 20.13 9.72 27.17
H 19.64 6.63 25.68
H 18.62 8.10 25.46
H 18.07 6.63 26.29
C 13.77 6.14 25.13
O 14.68 5.52 24.26
C 15.76 6.36 23.93
C 16.81 5.51 23.26
N 18.08 6.25 23.06
C 17.96 7.57 22.45
C 17.51 7.52 20.99
O 18.26 6.58 20.29
C 17.78 6.32 19.01
H 13.44 7.13 24.78
H 14.21 6.29 26.13
H 12.95 5.44 25.24
H 16.17 6.88 24.81
H 15.38 7.12 23.23
H 16.42 5.16 22.30
H 17.05 4.67 23.90
H 18.64 5.73 22.39
H 18.92 8.06 22.52
H 17.19 8.15 22.97
H 17.51 8.52 20.51
H 16.43 7.26 20.94
H 18.02 7.12 18.29
H 16.69 6.19 19.01
H 18.27 5.44 18.60
C 17.77 13.00 25.94
O 17.11 12.11 25.07
C 17.64 10.80 25.15
C 17.10 9.92 24.05
N 17.37 10.53 22.76
C 16.76 9.87 21.64
C 16.45 10.88 20.50
O 16.16 12.14 21.07
C 15.62 13.05 20.14
H 17.43 14.00 25.65
H 18.86 13.02 25.84
H 17.46 12.84 26.98
H 17.28 10.36 26.10
H 18.74 10.79 25.20
H 16.02 9.77 24.20
H 17.66 8.99 24.08
H 17.17 11.52 22.73
H 15.77 9.44 21.87
H 17.39 9.08 21.23
H 15.55 10.55 19.97
H 17.30 10.97 19.81
H 14.81 12.64 19.53
H 16.47 13.35 19.50
H 15.25 13.90 20.71
C 24.01 11.89 24.26
O 25.26 12.51 24.56
C 26.33 11.87 23.94
C 27.57 12.77 23.95
N 28.57 12.30 24.90
C 29.82 13.06 24.82
C 30.75 12.61 25.91
O 31.86 13.46 25.94
C 32.66 13.26 27.08
H 23.96 10.84 24.58
H 23.84 11.92 23.18
H 23.27 12.49 24.78
H 26.07 11.58 22.90
H 26.63 10.91 24.39
H 27.19 13.79 24.15
H 27.98 12.82 22.94
H 28.18 12.44 25.83
H 29.63 14.13 24.98
H 30.30 12.89 23.86
H 31.06 11.56 25.78
H 30.20 12.67 26.87
H 33.00 12.23 27.21
H 32.10 13.57 27.97
H 33.55 13.88 26.96
```

## Properties
* LUMO level: 0.0210 hartree
* calculated total energy: -88016.576 eV
* relative energy (zero: lowest compared OMol25 entry of this formula, charge and spin): 497.2 kJ/mol
* SMILES: COC[C@H](C)N.COC[C@H](C)N.COCCNCCOC.COCCNCCOC.COCCNCCOC.COCCNCCOC.COCCNCCOC.COCCNCCOC
* E_HOMO: -0.287 Eh
* frontier orbital gap: 8.38 eV

These are the Mulliken partial charges, in e, on atoms 1 to 2: -0.802, -0.214

---

No. 2
Entry from the OMol25 dataset: a 9-piece molecular cluster, C44H113N7O14 overall (ωB97M-V with the def2-TZVPD basis set).

XYZ file:
```
178
Properties=species:S:1:pos:R:3
C 15.82 -3.35 -17.25
O 15.65 -1.96 -17.33
C 14.55 -1.48 -16.57
C 14.11 -0.12 -17.09
C 15.14 0.94 -16.71
N 12.85 0.27 -16.48
H 14.85 -3.84 -17.12
H 16.48 -3.63 -16.42
H 16.32 -3.79 -18.12
H 13.70 -2.16 -16.71
H 14.78 -1.43 -15.49
H 14.02 -0.20 -18.18
H 14.83 1.92 -17.10
H 16.12 0.78 -17.16
H 15.26 0.97 -15.62
H 12.90 0.37 -15.47
H 12.09 -0.37 -16.68
C 20.34 -11.86 -11.49
O 19.75 -11.30 -10.35
C 18.42 -10.89 -10.52
C 17.42 -11.86 -9.90
C 16.00 -11.70 -10.44
N 17.44 -11.80 -8.44
H 19.90 -12.84 -11.74
H 21.39 -12.03 -11.29
H 20.26 -11.20 -12.36
H 18.28 -9.93 -9.98
H 18.21 -10.65 -11.57
H 17.77 -12.86 -10.16
H 15.96 -11.56 -11.53
H 15.49 -10.87 -9.94
H 15.43 -12.61 -10.28
H 17.43 -10.84 -8.12
H 18.27 -12.25 -8.09
C 11.61 -7.68 -7.13
O 12.91 -8.20 -7.29
C 13.12 -9.43 -6.65
C 12.28 -10.58 -7.19
N 12.55 -10.82 -8.61
C 11.44 -10.78 -9.55
C 11.98 -10.96 -10.95
O 12.31 -9.71 -11.52
C 11.17 -9.05 -12.03
H 11.15 -8.12 -6.23
H 10.98 -8.00 -7.98
H 11.61 -6.60 -7.10
H 12.95 -9.34 -5.57
H 14.18 -9.67 -6.80
H 11.22 -10.43 -6.98
H 12.62 -11.45 -6.61
H 13.35 -10.32 -8.94
H 10.96 -9.79 -9.51
H 10.71 -11.55 -9.29
H 11.26 -11.51 -11.57
H 12.89 -11.56 -10.98
H 11.45 -8.01 -12.25
H 10.36 -8.99 -11.30
H 10.84 -9.52 -12.96
C 16.09 -11.37 -22.09
O 16.25 -10.33 -21.14
C 15.02 -9.89 -20.61
C 15.21 -8.55 -19.97
N 16.00 -7.68 -20.82
C 16.06 -6.30 -20.39
C 14.77 -5.57 -20.54
O 13.93 -5.73 -19.41
C 12.95 -4.73 -19.36
H 15.72 -10.99 -23.05
H 15.35 -12.11 -21.75
H 17.05 -11.88 -22.20
H 14.63 -10.64 -19.91
H 14.26 -9.78 -21.40
H 15.64 -8.72 -18.96
H 14.24 -8.10 -19.75
H 16.90 -8.10 -20.98
H 16.77 -5.82 -21.07
H 16.43 -6.19 -19.35
H 14.23 -5.81 -21.46
H 15.00 -4.49 -20.63
H 12.37 -4.66 -20.29
H 13.45 -3.74 -19.26
H 12.35 -4.82 -18.46
C 26.07 -5.72 -2.99
O 25.30 -6.61 -3.72
C 24.51 -5.96 -4.69
C 23.33 -6.84 -5.04
N 22.17 -6.06 -5.48
C 22.33 -5.52 -6.84
C 21.02 -4.94 -7.33
O 21.21 -4.45 -8.63
C 20.00 -4.27 -9.31
H 26.74 -6.29 -2.33
H 25.45 -5.15 -2.28
H 26.68 -5.05 -3.60
H 25.11 -5.72 -5.58
H 24.12 -5.02 -4.28
H 23.03 -7.37 -4.13
H 23.59 -7.64 -5.75
H 21.36 -6.67 -5.45
H 22.65 -6.30 -7.55
H 23.09 -4.74 -6.83
H 20.77 -4.06 -6.70
H 20.18 -5.63 -7.24
H 20.14 -3.48 -10.05
H 19.23 -3.87 -8.62
H 19.63 -5.18 -9.79
C 19.30 -8.52 -7.21
O 18.57 -7.41 -6.74
C 17.36 -7.71 -6.12
C 16.91 -6.50 -5.32
N 15.54 -6.63 -4.86
C 15.13 -5.43 -4.16
C 13.69 -5.40 -3.71
O 12.84 -5.74 -4.77
C 11.52 -5.80 -4.35
H 18.93 -9.47 -6.81
H 20.33 -8.44 -6.85
H 19.34 -8.48 -8.30
H 17.50 -8.58 -5.45
H 16.56 -7.99 -6.83
H 17.05 -5.62 -5.98
H 17.63 -6.41 -4.51
H 14.91 -6.79 -5.64
H 15.33 -4.51 -4.75
H 15.74 -5.26 -3.26
H 13.48 -4.40 -3.30
H 13.53 -6.11 -2.88
H 10.80 -5.88 -5.16
H 11.24 -5.04 -3.61
H 11.30 -6.76 -3.82
C 14.04 -7.44 -15.63
O 14.53 -6.69 -14.56
C 15.04 -7.54 -13.55
C 15.89 -6.73 -12.62
N 16.77 -7.62 -11.82
C 17.39 -6.91 -10.72
C 16.53 -6.61 -9.52
O 15.95 -5.32 -9.61
C 14.85 -5.18 -8.73
H 13.73 -6.78 -16.43
H 13.19 -8.06 -15.33
H 14.82 -8.10 -16.05
H 15.64 -8.33 -14.01
H 14.23 -8.06 -13.03
H 15.30 -6.05 -11.99
H 16.54 -6.08 -13.23
H 16.16 -8.38 -11.54
H 17.83 -5.98 -11.09
H 18.22 -7.53 -10.38
H 17.13 -6.73 -8.60
H 15.75 -7.39 -9.46
H 15.22 -5.04 -7.70
H 14.14 -5.98 -8.89
H 14.40 -4.21 -8.95
C 18.29 -10.20 -18.11
C 17.76 -11.07 -16.98
C 18.80 -11.41 -15.89
O 16.59 -10.49 -16.42
H 18.53 -9.19 -17.79
H 17.50 -10.13 -18.86
H 19.13 -10.69 -18.61
H 17.40 -12.01 -17.40
H 18.26 -11.50 -14.95
H 19.66 -10.75 -15.88
H 19.18 -12.43 -16.08
H 16.79 -9.84 -15.73
C 17.93 -6.80 -15.78
C 18.67 -7.95 -15.11
C 19.82 -7.50 -14.22
O 17.79 -8.76 -14.33
H 17.07 -7.16 -16.34
H 18.61 -6.33 -16.50
H 17.66 -6.01 -15.08
H 19.14 -8.55 -15.89
H 20.41 -8.37 -13.91
H 19.49 -6.95 -13.34
H 20.56 -6.87 -14.74
H 17.52 -8.23 -13.57
```

## Properties
* LUMO level: 0.0229 hartree
* calculated total energy: -86547.971 eV
* relative energy (zero: lowest compared OMol25 entry of this formula, charge and spin): 0.0 kJ/mol
* SMILES: COC[C@H](C)N.COC[C@H](C)N.COCCNCCOC.COCCNCCOC.COCCNCCOC.COCCNCCOC.COCCNCCOC.CC(C)O.CC(C)O
* E_HOMO: -0.311 Eh
* frontier orbital gap: 9.10 eV

These are the Mulliken partial charges, in e, on atoms 1 to 2: -0.390, -0.412